# C20H22N4O5S

A single C20H22N4O5S molecule in a non-equilibrium geometry (ωB97M-V with the def2-TZVPD basis set, the OMol25 dataset).

**Net charge**: 0
**SMILES**: O=C(COc1ccccc1)NCC(=O)Nc1cccc(S(=O)(=O)NC2=NCCC2)c1
**Orbital gap**: 9.4 eV
**LUMO**: 0.5 eV
**2S+1**: 1
**HOMO**: -8.8811 eV
**Relative energy (zero: lowest compared OMol25 entry of this formula, charge and spin)**: 1.021 eV
**DFT total energy**: -48130.846 eV

Each atom is followed by the atoms it is bonded to, with distances in Å.
Atoms and positions in Å:
1 O 0.48354 1.13396 2.77095  C2 1.219
2 C 1.56281 0.62534 3.02238  O1 1.219, C3 1.529, N11 1.343
3 C 2.90576 1.24876 2.64148  C2 1.529, O4 1.409, H31 1.094, H32 1.095
4 O 3.73159 0.27766 2.04020  C3 1.409, C5 1.380
5 C 3.30995 -0.26645 0.84369  O4 1.380, C6 1.393, C10 1.388
6 C 3.94623 -1.44460 0.46134  C5 1.393, C7 1.381, H33 1.079
7 C 3.59833 -2.06673 -0.72094  C6 1.381, C8 1.386, H34 1.080
8 C 2.62455 -1.51727 -1.53965  C7 1.386, C9 1.383, H35 1.079
9 C 2.00192 -0.34004 -1.16800  C8 1.383, C10 1.386, H36 1.079
10 C 2.32859 0.28035 0.02775  C5 1.388, C9 1.386, H37 1.078
11 N 1.70561 -0.55907 3.63986  C2 1.343, C12 1.448, H38 1.010
12 C 0.59033 -1.40842 4.00093  N11 1.448, C13 1.539, H39 1.090, H40 1.094
13 C 0.12146 -2.23018 2.78714  C12 1.539, O14 1.208, N15 1.358
14 O 0.24041 -3.43035 2.72482  C13 1.208
15 N -0.39725 -1.42227 1.82739  C13 1.358, C16 1.392, H41 1.019
16 C -0.76883 -1.74804 0.52652  N15 1.392, C17 1.394, C30 1.394
17 C -0.81087 -3.05330 0.03858  C16 1.394, C18 1.384, H42 1.078
18 C -1.17919 -3.28993 -1.27419  C17 1.384, C19 1.387, H43 1.079
19 C -1.50246 -2.24060 -2.12127  C18 1.387, C20 1.380, H44 1.078
20 C -1.45518 -0.95326 -1.62515  C19 1.380, S21 1.785, C30 1.376
21 S -1.75329 0.43129 -2.71175  C20 1.785, O22 1.433, O23 1.430, N24 1.687
22 O -0.51343 1.11980 -2.91545  S21 1.433
23 O -2.49464 -0.01014 -3.85221  S21 1.430
24 N -2.79441 1.39372 -1.79819  S21 1.687, C25 1.375, H45 1.010
25 C -2.54502 2.63737 -1.26735  N24 1.375, N26 1.269, C29 1.510
26 N -3.47382 3.48578 -1.10217  C25 1.269, C27 1.444
27 C -2.94124 4.67092 -0.47180  N26 1.444, C28 1.548, H46 1.091, H47 1.095
28 C -1.39928 4.53424 -0.47976  C27 1.548, C29 1.533, H48 1.090, H49 1.088
29 C -1.17519 3.04826 -0.78316  C25 1.510, C28 1.533, H50 1.088, H51 1.093
30 C -1.09867 -0.69288 -0.32241  C16 1.394, C20 1.376, H52 1.078
31 H 3.43517 1.56870 3.54391  C3 1.094
32 H 2.74529 2.12173 2.00034  C3 1.095
33 H 4.71210 -1.85097 1.10355  C6 1.079
34 H 4.09255 -2.98382 -1.00384  C7 1.080
35 H 2.35555 -1.99999 -2.46620  C8 1.079
36 H 1.26232 0.11117 -1.81179  C9 1.079
37 H 1.81801 1.19137 0.29616  C10 1.078
38 H 2.63279 -0.95730 3.68245  N11 1.010
39 H 0.89825 -2.08755 4.79592  C12 1.090
40 H -0.22777 -0.77213 4.35073  C12 1.094
41 H -0.41974 -0.42540 2.03957  N15 1.019
42 H -0.54938 -3.86998 0.69106  C17 1.078
43 H -1.20910 -4.30435 -1.64042  C18 1.079
44 H -1.78909 -2.39642 -3.14820  C19 1.078
45 H -3.75510 1.27778 -2.08737  N24 1.010
46 H -3.29126 5.54782 -1.01923  C27 1.091
47 H -3.34320 4.72890 0.54458  C27 1.095
48 H -0.97420 5.15375 -1.26877  C28 1.090
49 H -0.96314 4.83622 0.46980  C28 1.088
50 H -0.41327 2.85842 -1.53556  C29 1.088
51 H -0.92226 2.49108 0.12259  C29 1.093
52 H -1.06782 0.32469 0.03079  C30 1.078